Entry 1:
A molecular structure, C15H16ClNZr at a distorted geometry, computed with the ωB97M-V functional and the def2-TZVPD basis.

CARTESIAN COORDINATES (ANGSTROEM)
C1 1.21056 1.48871 -2.47483
C2 1.77101 0.17874 -2.31748
C3 2.42624 0.13075 -1.04480
C4 2.21105 1.38624 -0.38673
C5 1.46127 2.22739 -1.27239
Zr1 -0.06118 0.34005 -0.70406
C6 -1.11042 -0.77758 -2.36865
C7 -1.86509 0.46853 -2.49993
C8 -2.60577 0.94061 -3.55120
N1 -1.65418 1.44878 -1.13734
H1 3.05002 -0.68763 -0.68058
H2 1.79636 -0.60359 -3.07742
H3 2.63723 1.69253 0.57009
H4 1.20388 3.27417 -1.09818
H5 0.76863 1.89041 -3.38885
H6 -0.55457 -1.08838 -3.26501
H7 -2.30971 2.22767 -1.17773
H8 -1.67597 -1.60896 -1.91146
H9 -2.67521 0.32961 -4.46095
H10 -3.07757 1.92237 -3.49732
Cl1 -2.48848 -2.36907 2.06572
C9 -1.13746 -1.58314 2.76337
C10 -1.17985 -1.23636 4.10791
C11 -0.12512 -0.51035 4.68223
C12 0.97067 -0.14578 3.89765
C13 1.04188 -0.52895 2.56248
C14 -0.00737 -1.26639 1.95400
C15 0.08895 -1.64001 0.54279
H11 -2.03972 -1.52340 4.70774
H12 -0.17032 -0.23473 5.73501
H13 1.78224 0.44158 4.33181
H14 1.91588 -0.25742 1.95922
H15 1.08577 -2.00824 0.26165
H16 -0.68367 -2.31815 0.17320

As for the HOMO-LUMO gap: 0.2864 hartree. The LUMO energy is 0.2 eV. The HOMO energy is -0.27773 Ha. Its molar mass is 336.98 g mol⁻¹.

Atom charges from the Löwdin analysis, given in e for atoms 1 to 6:
1. C -0.189
2. C -0.208
3. C -0.200
4. C -0.202
5. C -0.192
6. Zr 1.570

***

Entry 2:
A molecular structure, C15H16F5NO3 at a distorted geometry, computed with the ωB97M-V functional and the def2-TZVPD basis.

CARTESIAN COORDINATES (ANGSTROEM)
O1 0.59787 4.21763 1.14974
C1 -0.03517 3.25450 0.45585
N1 0.58216 2.50683 -0.62119
C2 1.79047 2.74361 -1.15374
C3 2.56520 3.74585 -0.80403
C4 3.99610 3.84421 -1.27424
C5 4.34084 3.02144 -2.18235
C6 3.38969 1.94004 -2.89587
C7 2.16845 1.92519 -2.28695
H1 1.38146 1.15247 -2.48611
H2 3.85314 1.22930 -3.63282
H3 5.39896 2.95668 -2.97181
H4 4.54886 4.51936 -1.03925
H5 2.62562 4.35801 0.06487
H6 -0.08577 1.97274 -1.13482
C8 -1.38142 3.07953 0.81538
C9 -1.68280 1.60603 1.39903
C10 -1.75028 0.57308 0.31454
O2 -1.30006 0.41377 -0.96832
O3 -2.36791 -0.48605 0.79499
C11 -2.74008 -1.58241 -0.24354
C12 -1.50851 -2.63897 0.15606
H7 -0.56495 -2.36227 -0.08219
H8 -1.74094 -3.46042 -0.52600
C13 -1.75418 -3.35349 1.22841
C14 -0.65703 -4.26475 1.89407
F1 -0.95534 -4.54406 3.23455
F2 0.65182 -3.62009 1.77392
C15 -0.47372 -5.34241 1.08803
F3 0.23001 -6.38424 1.64220
F4 0.09250 -5.19849 -0.27119
F5 -1.77902 -5.95754 0.64454
H9 -2.69719 -3.85974 1.65809
H10 -1.89807 -2.36280 2.23065
H11 -2.71096 -1.22050 -1.17201
H12 -3.54504 -2.07130 0.05966
H13 -2.46991 1.46257 1.82697
H14 -0.52313 1.33982 2.08165
H15 -1.76135 3.70742 1.42900
H16 -1.83032 3.13944 -0.19579

As for the HOMO-LUMO gap: 0.3095 hartree. The LUMO energy is 0.1 eV. Its energy above the lowest of the compared OMol25 structures with the same formula, charge and spin is 321.3 kcal per mole. The HOMO energy is -0.30697 Ha. Its molar mass is 353.29 g mol⁻¹.

Atom charges from the Löwdin analysis, given in e for atoms 1 to 6:
1. O -0.025
2. C -0.333
3. N 0.139
4. C -0.305
5. C 0.019
6. C -0.092

***

Entry 3:
A molecular structure, C15H16F6N5PSTa at a distorted geometry, computed with the ωB97M-V functional and the def2-TZVPD basis.

CARTESIAN COORDINATES (ANGSTROEM)
Ta1 -0.27530 0.57693 0.26977
C1 -2.34954 -4.48908 0.04008
C2 -1.92571 -3.61211 1.15284
N1 -2.11143 -3.81563 2.41898
N2 -1.57143 -2.74204 3.06504
C3 -1.05176 -1.87083 2.23357
S1 -0.19468 -0.38264 2.50442
N3 -1.26051 -2.38293 1.01423
N4 -0.81079 -1.69268 -0.12961
H1 -2.83857 -5.36372 0.46738
H2 -1.49540 -4.83244 -0.54704
H3 -3.07145 -3.98582 -0.60746
H4 -1.62053 -2.70330 4.08094
H5 -0.07130 -2.25148 -0.56379
H6 -1.58961 -1.66269 -0.79366
F1 -2.11036 0.58165 0.11056
P1 -2.04117 3.25582 -1.52388
F2 -3.37688 3.85596 -1.79930
F3 -1.02591 4.11395 -2.18606
F4 -0.13264 2.13102 -0.90281
F5 -2.14944 1.91734 -2.19669
F6 -1.95986 3.33679 -0.03500
C4 2.70022 -1.42311 -4.24220
C5 1.47076 -0.73922 -4.03041
C6 1.13624 -0.27049 -2.79068
C7 2.05917 -0.41800 -1.72244
C8 3.27373 -1.16638 -1.93808
C9 3.59082 -1.63753 -3.18839
N5 1.82266 0.10244 -0.48077
C10 2.94142 0.55197 0.18206
C11 3.99536 1.14890 -0.61173
C12 5.15652 1.58640 -0.03014
C13 5.28708 1.50839 1.36004
C14 4.23014 0.98455 2.15975
C15 3.06813 0.53861 1.59290
H7 2.92475 -1.80852 -5.23011
H8 0.81324 -0.57257 -4.87474
H9 0.23408 0.31784 -2.67071
H10 3.87586 -1.44086 -1.07979
H11 4.49614 -2.20898 -3.34688
H12 3.79693 1.36721 -1.65443
H13 5.93066 2.05062 -0.62730
H14 6.18089 1.88232 1.84651
H15 4.36874 0.92058 3.23214
H16 2.32361 0.07297 2.22017

As for the multiplicity: 2. As for the HOMO-LUMO gap (spin up / spin down): 0.2179 / 0.2280 hartree. As for the total charge: +4. The LUMO energy (spin up / spin down) is -15.6 / -15.5 eV. The HOMO energy (spin up / spin down) is -0.78983 / -0.79733 Ha. Its molar mass is 624.31 g mol⁻¹.

Atom charges from the Löwdin analysis, given in e for atoms 1 to 6:
1. Ta 1.666
2. C 0.042
3. C -0.244
4. N 0.219
5. N 0.127
6. C -0.620

***

Entry 4:
A molecular structure, C15H16FI2O5 at a distorted geometry, computed with the ωB97M-V functional and the def2-TZVPD basis.

CARTESIAN COORDINATES (ANGSTROEM)
C1 -2.40457 -1.55881 0.22859
C2 -1.34576 -2.25974 -0.58096
O1 -0.02154 -1.68313 -0.45462
C3 -0.00022 -0.37270 -0.24879
C4 0.02279 0.54483 -1.22732
C5 0.00652 0.12573 -2.65914
C6 -0.71984 1.08444 -3.56432
O2 -1.90989 1.06222 -3.75091
C7 0.12265 1.97332 -0.92456
O3 0.49198 2.73810 -1.80742
C8 -0.24971 2.46773 0.42347
C9 -0.62071 3.86573 0.69338
I1 -2.62708 4.06387 1.38552
C10 0.18116 4.91050 0.52191
C11 1.59912 4.77737 0.06260
I2 -0.44930 6.88925 0.90205
C12 -0.26478 1.55586 1.39497
F1 -0.53357 1.84147 2.64670
C13 0.07035 0.11790 1.16401
O4 0.36700 -0.59372 2.10789
H1 -2.64943 -0.56576 -0.12834
H2 -3.31080 -2.14158 0.11192
H3 -2.18068 -1.56547 1.28584
H4 -1.28007 -3.29403 -0.23069
H5 -1.64271 -2.31701 -1.62388
H6 1.03530 0.03955 -2.99776
H7 -0.43304 -0.84904 -2.77947
H8 -0.10329 1.84471 -4.06735
H9 2.08139 3.90323 0.46874
H10 2.13468 5.67915 0.31827
H11 1.59545 4.72952 -1.01292
C14 2.29889 -4.98503 1.72657
C15 0.93629 -4.25701 1.84981
O5 0.19760 -4.37972 0.72849
H12 2.88381 -4.56876 0.90208
H13 2.89522 -4.87892 2.65098
H14 2.15322 -6.05315 1.54413
H15 1.19766 -3.21553 2.15095
H16 0.47588 -4.67535 2.78958

As for the HOMO-LUMO gap: 0.1186 hartree. As for the total charge: -1. The LUMO energy is 0.6 eV. The HOMO energy is -0.09492 Ha. Its molar mass is 549.09 g mol⁻¹.

Atom charges from the Löwdin analysis, given in e for atoms 1 to 6:
1. C -0.063
2. C -0.199
3. O 0.005
4. C -0.197
5. C -0.062
6. C -0.062

***

Entry 5:
A molecular structure, C15H17AsCl2F5N3NaS, computed with the ωB97M-V functional and the def2-TZVPD basis.

CARTESIAN COORDINATES (ANGSTROEM)
Na1 -0.42710 2.13094 -1.06334
Cl1 2.45094 2.29193 -2.86864
C1 2.35461 3.84905 -2.03083
Cl2 0.69259 4.50355 -2.05655
H1 2.99075 4.55407 -2.55084
H2 2.62934 3.70673 -0.99040
N1 -5.76780 -0.61477 -1.14722
C2 -5.14403 0.09803 -1.81672
N2 -4.52231 0.91489 -2.65013
C3 -3.35577 1.35694 -2.30138
N3 -2.29474 1.79654 -2.09325
C4 0.31172 -2.50611 -3.55922
C5 -0.38336 -2.32717 -2.21714
As1 0.29550 -0.76697 -1.23216
C6 2.15339 -1.34447 -0.91885
C7 2.34239 -2.74345 -0.35242
C8 -0.47010 -1.20933 0.52931
C9 -1.93446 -0.80900 0.64505
H3 -0.10551 -3.34719 -4.11775
H4 1.38134 -2.69292 -3.43945
H5 0.20431 -1.61463 -4.18068
H6 -0.28014 -3.21577 -1.59031
H7 -1.45234 -2.15563 -2.36170
H8 2.56144 -0.58010 -0.25406
H9 2.67726 -1.23611 -1.87221
H10 1.84665 -2.85580 0.61224
H11 3.40127 -2.96683 -0.19738
H12 1.94404 -3.51286 -1.01705
H13 0.13889 -0.67024 1.25779
H14 -0.33802 -2.27840 0.70777
H15 -2.07567 0.26716 0.52466
H16 -2.33164 -1.07981 1.62631
H17 -2.56624 -1.29185 -0.10277
F1 -0.90337 0.73371 6.02737
C10 -0.34088 1.03879 4.84872
C11 -1.08430 1.64594 3.85183
F2 -2.37574 1.92372 4.06561
C12 -0.48872 1.95974 2.64304
F3 -1.27928 2.52721 1.71020
C13 0.84836 1.69966 2.35949
S1 1.57211 2.07703 0.80386
C14 1.55741 1.07720 3.38494
F4 2.85067 0.75814 3.22317
C15 0.99056 0.75158 4.60544
F5 1.72602 0.15683 5.55563

As for the HOMO-LUMO gap: 0.2583 hartree. As for the total charge: -1. The LUMO energy is 2.0 eV. The HOMO energy is -0.18533 Ha. Its molar mass is 535.20 g mol⁻¹.

Atom charges from the Löwdin analysis, given in e for atoms 1 to 6:
1. Na -0.030
2. Cl 0.524
3. C -0.981
4. Cl 0.560
5. H 0.023
6. H -0.039

***

Entry 6:
A molecular structure, C15H17AsI2NO6PdS at a distorted geometry, computed with the ωB97M-V functional and the def2-TZVPD basis.

CARTESIAN COORDINATES (ANGSTROEM)
Pd1 0.54778 -0.15427 -0.10186
C1 -0.18572 3.11117 -0.35392
N1 -0.63842 1.94398 0.39513
C2 -2.05359 1.68378 0.15220
C3 -0.38121 2.06118 1.83785
C4 -0.43497 0.69891 2.49084
C5 -0.98339 0.51979 3.75381
C6 -0.95210 -0.72493 4.35932
C7 -0.36745 -1.79668 3.70876
C8 0.16015 -1.63145 2.43633
C9 0.11958 -0.39329 1.81289
H1 -0.68982 4.02805 -0.01368
H2 -0.40688 2.96164 -1.41279
H3 0.89195 3.23710 -0.22852
H4 -2.67733 2.52643 0.49232
H5 -2.35323 0.78303 0.69348
H6 -2.22111 1.51671 -0.91402
H7 -1.09709 2.75585 2.30926
H8 0.62909 2.46983 1.97160
H9 -1.42748 1.35779 4.27499
H10 -1.39352 -0.86371 5.33588
H11 -0.31712 -2.76230 4.19160
H12 0.60111 -2.47927 1.92055
O1 2.63399 -3.87532 -2.28697
As1 1.95030 -2.19038 -2.13608
O2 3.24633 -1.26696 -2.38860
O3 1.36926 -2.28098 -0.59637
C10 0.66713 -2.40686 -3.58797
C11 0.90332 -3.34122 -4.58327
C12 0.02086 -3.46309 -5.64388
C13 -1.10758 -2.65859 -5.70960
C14 -1.35461 -1.73622 -4.70703
C15 -0.46199 -1.62418 -3.66029
S1 -0.64742 -0.37798 -2.41400
O4 -1.56049 0.63169 -2.90324
O5 -1.15121 -1.01948 -1.19136
O6 0.71355 0.15157 -2.23543
H13 3.35102 -3.91584 -1.64858
H14 1.78641 -3.95836 -4.50631
H15 0.23499 -4.16570 -6.43910
H16 -1.78280 -2.72525 -6.54975
H17 -2.21436 -1.08332 -4.72447
I1 2.94526 0.42270 0.24214
I2 4.87878 2.36204 1.52315

As for the multiplicity: 3. As for the HOMO-LUMO gap (spin up / spin down): 0.2366 / 0.2299 hartree. As for the total charge: -1. The LUMO energy (spin up / spin down) is 1.9 / 0.8 eV. Its energy above the lowest of the compared OMol25 structures with the same formula, charge and spin is 20.6 kcal per mole. The HOMO energy (spin up / spin down) is -0.16644 / -0.20176 Ha. Its molar mass is 774.52 g mol⁻¹.

Atom charges from the Löwdin analysis, given in e for atoms 1 to 6:
1. Pd 0.711
2. C -0.079
3. N -0.306
4. C -0.087
5. C -0.169
6. C -0.245

***

Entry 7:
A molecular structure, C15H17AuCl2N2O3 at a distorted geometry, computed with the ωB97M-V functional and the def2-TZVPD basis.

CARTESIAN COORDINATES (ANGSTROEM)
Au1 0.45730 0.48329 -0.20945
Cl1 -1.16884 2.29501 6.63038
C1 -0.52447 2.15478 5.03521
C2 -0.31091 3.32253 4.30438
C3 0.15574 3.22371 3.01516
Cl2 0.41390 4.66460 2.10381
C4 0.48930 1.98848 2.39973
O1 0.94261 1.99364 1.20167
C5 0.30106 0.80887 3.20068
C6 0.65307 -0.48517 2.72946
O2 1.09386 -0.82615 1.61023
C7 -0.22802 0.92608 4.50418
H1 -0.52564 4.28589 4.73320
H2 0.51247 -1.28972 3.47027
H3 -0.38766 0.02883 5.08223
C8 -0.34604 -3.31190 -4.25815
C9 0.50266 -2.50980 -3.34499
C10 1.83080 -2.60122 -2.97632
C11 2.04829 -1.55947 -2.06195
N1 0.92308 -0.87706 -1.90278
N2 -0.00456 -1.45881 -2.67120
C12 3.27694 -1.17101 -1.33401
H4 0.24418 -4.07257 -4.76012
H5 -0.80393 -2.66236 -5.00360
H6 -1.14238 -3.79701 -3.69299
H7 2.55747 -3.31454 -3.30916
H8 -0.93721 -1.07463 -2.70288
H9 4.10575 -1.82503 -1.58755
H10 3.08824 -1.21334 -0.26284
H11 3.53599 -0.14268 -1.58071
C13 -2.63476 -0.15576 0.62808
O3 -2.59054 0.68444 -0.49455
C14 -1.39389 0.94689 -1.07188
C15 -1.51571 1.75529 -2.31389
H12 -2.87119 -1.17617 0.30972
H13 -3.42871 0.20303 1.28261
H14 -1.68199 -0.15801 1.16604
H15 -2.45727 1.54205 -2.82112
H16 -0.67761 1.55508 -2.97880
H17 -1.50141 2.81995 -2.06816

As for the multiplicity: 3. As for the HOMO-LUMO gap (spin up / spin down): 0.2158 / 0.2660 hartree. The LUMO energy (spin up / spin down) is -0.1 / -0.7 eV. The HOMO energy (spin up / spin down) is -0.21914 / -0.29147 Ha. Its molar mass is 541.18 g mol⁻¹.

Atom charges from the Löwdin analysis, given in e for atoms 1 to 6:
1. Au 1.052
2. Cl 0.665
3. C -0.687
4. C -0.118
5. C -0.583
6. Cl 0.714

***

Entry 8:
A molecular structure, C15H17AuN2O4S, computed with the ωB97M-V functional and the def2-TZVPD basis.

CARTESIAN COORDINATES (ANGSTROEM)
Au1 1.13726 1.20330 -0.29802
C1 -0.39583 -2.08032 2.21412
C2 -1.90646 -1.92788 2.02605
C3 -2.43432 -0.73599 2.77999
C4 -2.99672 -0.86882 4.04242
C5 -3.37881 0.24607 4.77590
C6 -3.17819 1.51105 4.24563
C7 -2.62337 1.68882 2.98103
C8 -2.26838 3.06971 2.48665
C9 -0.78391 3.38042 2.71214
C10 -2.27542 0.54947 2.24124
N1 -1.62813 0.68440 1.00441
C11 -2.31105 0.98488 -0.02733
C12 -1.76789 1.26407 -1.33059
C13 -2.52524 1.58946 -2.45604
C14 -1.60764 1.82552 -3.49271
C15 -0.34506 1.64044 -2.92660
N2 -0.44172 1.29310 -1.62878
H1 -0.01426 -2.93959 1.65811
H2 -0.14777 -2.21437 3.26884
H3 0.12954 -1.19538 1.85277
H4 -2.43325 -2.82650 2.36453
H5 -2.11276 -1.81035 0.96055
H6 -3.12226 -1.86435 4.45722
H7 -3.81012 0.13056 5.76356
H8 -3.43753 2.39194 4.82400
H9 -2.90330 3.79844 3.00278
H10 -2.48570 3.16583 1.42197
H11 -0.51896 3.25641 3.76424
H12 -0.54606 4.40270 2.41678
H13 -0.13487 2.72733 2.12666
H14 -3.40864 1.06430 0.02129
H15 -3.60388 1.64259 -2.49351
H16 -1.81512 2.10354 -4.51481
H17 0.62476 1.73439 -3.38946
O1 2.01701 3.31704 1.17405
S1 3.20201 2.47482 1.43371
O2 4.33501 2.84325 0.57784
O3 2.74188 1.02976 1.02093
O4 3.56750 2.42181 2.85144

As for the HOMO-LUMO gap: 0.2261 hartree. As for the total charge: -2. The LUMO energy is 4.9 eV. The HOMO energy is -0.04760 Ha. Its molar mass is 518.35 g mol⁻¹.

Atom charges from the Löwdin analysis, given in e for atoms 1 to 6:
1. Au 0.796
2. C -0.091
3. C -0.216
4. C -0.187
5. C -0.072
6. C -0.119

***

> Number 5 is which compound?

C15H17AsCl2F5N3NaS